Density functional theory data (the ωB97M-V functional and the def2-TZVPD basis) for a structure of composition C31H42CeN3OP at a distorted geometry.

Output
electronic energy = -61548.830 eV
molecular weight = 643.79 u
E_HOMO (alpha / beta) = -0.82 / -0.79 eV
2S+1 = 2
expectation value of S² = 0.754
net charge = -1

CARTESIAN COORDINATES (ANGSTROEM)
Ce 0.175 -0.086 0.406
N -0.060 1.851 -0.588
N 1.934 0.432 -1.981
C -0.302 -2.315 0.259
C -0.632 -1.787 -1.103
C -1.706 -0.862 -1.004
C -2.364 -0.126 -2.125
H -1.709 -0.017 -2.965
H -2.663 0.914 -1.872
H -3.280 -0.626 -2.339
C -2.089 -0.729 0.496
C -3.154 0.139 1.065
H -4.063 -0.403 1.011
H -3.347 1.065 0.488
H -2.914 0.483 2.055
C -1.219 -1.610 1.235
C -1.253 -1.867 2.699
H -1.603 -0.993 3.236
H -0.277 -2.161 3.074
H -1.956 -2.686 2.827
C 0.032 -2.219 -2.379
H -0.559 -3.044 -2.786
H 1.045 -2.568 -2.190
H 0.055 -1.397 -3.088
C 0.624 -3.414 0.611
H 1.219 -3.185 1.496
H 1.284 -3.625 -0.221
H 0.006 -4.288 0.809
C -1.016 2.574 0.205
H -1.086 2.323 1.264
C -1.676 3.679 -0.406
H -2.251 4.297 0.256
C -1.524 3.858 -1.774
H -2.061 4.664 -2.262
C -0.716 3.018 -2.520
H -0.576 3.163 -3.585
C 0.007 1.980 -1.960
C 0.943 1.157 -2.622
H 1.143 1.407 -3.648
C 1.859 -0.143 -0.719
C 3.227 0.208 -2.458
H 3.487 0.576 -3.411
C 3.920 -0.414 -1.499
H 4.931 -0.724 -1.439
N 3.081 -0.620 -0.420
C 3.498 -1.046 0.886
C 3.857 -2.393 1.094
C 4.231 -2.785 2.390
H 4.495 -3.831 2.571
C 4.285 -1.868 3.450
C 4.632 -2.316 4.851
H 3.734 -2.372 5.482
H 5.322 -1.614 5.337
H 5.098 -3.309 4.852
C 4.009 -0.520 3.184
H 4.097 0.220 3.984
C 3.639 -0.085 1.904
C 3.500 1.382 1.600
H 4.389 1.755 1.067
H 3.398 1.970 2.525
H 2.629 1.615 0.963
C 3.917 -3.382 -0.038
H 4.942 -3.461 -0.434
H 3.271 -3.102 -0.881
H 3.629 -4.394 0.294
C -5.245 1.210 -0.964
P -3.929 2.467 -1.028
C -4.119 2.792 -2.831
C -4.562 3.454 0.405
O -1.998 1.290 -0.370
H -5.476 0.837 0.044
H -5.105 0.357 -1.645
H -6.157 1.737 -1.288
H -5.147 3.155 -2.921
H -3.475 3.543 -3.304
H -4.030 1.862 -3.414
H -4.350 2.963 1.372
H -4.239 4.502 0.450
H -5.651 3.492 0.282

Atomic partial charges in e from the Mulliken method, atoms 1 to 8: Ce -0.7605; N -0.0731; N 0.7313; C 0.4705; C 0.6577; C 0.5621; C -0.6191; H 0.2625



Density functional theory data (the ωB97M-V functional and the def2-TZVPD basis) for a cluster of 10 separate species, C31H42FNO32S in total at a distorted geometry.

Output
electronic energy = -113390.996 eV
molecular weight = 991.72 u
E_HOMO = -10.13 eV
2S+1 = 1
SMILES string = CC(=O)OC(=O)CNS(=O)(=O)F.O=C1OCCO1.O=C1OCCO1.O=C1OCCO1.O=C1OCCO1.O=C1OCCO1.O=C1OCCO1.O=C1OCCO1.O=C1OCCO1.O=C1OCCO1

CARTESIAN COORDINATES (ANGSTROEM)
C 4.211 -4.368 -5.593
C 3.678 -3.868 -6.943
O 3.634 -4.617 -7.828
O 3.216 -2.575 -7.159
C 2.734 -1.930 -6.024
O 3.338 -1.024 -5.616
C 1.425 -2.309 -5.311
N 1.212 -3.778 -5.145
S 0.059 -4.331 -6.191
O -0.212 -5.696 -5.908
O 0.525 -4.068 -7.499
F -1.275 -3.496 -5.901
H 3.431 -5.020 -5.179
H 4.452 -3.574 -4.871
H 5.113 -4.952 -5.813
H 1.495 -1.877 -4.319
H 0.546 -1.834 -5.775
H 1.014 -4.059 -4.166
O 0.902 -2.919 -2.839
C 0.294 -2.498 -1.891
O -0.358 -3.271 -1.008
C -0.757 -2.430 0.089
C -0.791 -1.069 -0.547
O 0.185 -1.191 -1.591
H -1.718 -2.734 0.483
H -0.013 -2.505 0.877
H -1.759 -0.837 -0.997
H -0.524 -0.275 0.147
O -3.384 -11.448 -7.456
C -3.136 -10.391 -6.979
O -3.830 -9.828 -5.951
C -3.099 -8.683 -5.514
C -2.292 -8.320 -6.732
O -2.124 -9.581 -7.384
H -3.774 -7.887 -5.204
H -2.473 -8.966 -4.665
H -2.826 -7.644 -7.403
H -1.330 -7.880 -6.481
O -1.420 -2.522 2.737
C -0.730 -1.840 3.434
O 0.213 -0.983 2.967
C 0.660 -0.191 4.074
C 0.333 -1.071 5.251
O -0.786 -1.824 4.781
H 1.722 0.029 3.993
H 0.104 0.748 4.084
H 1.144 -1.760 5.495
H 0.071 -0.501 6.139
O 0.602 -4.474 4.058
C 0.156 -5.237 3.265
O -0.970 -5.970 3.452
C -1.301 -6.578 2.204
C 0.027 -6.612 1.490
O 0.709 -5.490 2.049
H -1.722 -7.570 2.356
H -2.037 -5.954 1.692
H 0.597 -7.517 1.708
H -0.072 -6.508 0.411
O -0.804 3.168 4.629
C -1.614 2.697 5.364
O -2.711 3.343 5.816
C -3.538 2.377 6.476
C -2.553 1.309 6.866
O -1.546 1.433 5.854
H -4.039 2.818 7.334
H -4.290 2.017 5.773
H -2.097 1.492 7.841
H -2.991 0.313 6.863
O 4.531 2.399 1.884
C 3.592 3.082 2.133
O 3.091 3.275 3.379
C 2.123 4.326 3.298
C 1.707 4.281 1.854
O 2.879 3.774 1.203
H 1.294 4.144 3.978
H 2.603 5.270 3.566
H 0.879 3.590 1.678
H 1.439 5.260 1.466
O -6.277 0.419 7.436
C -7.079 1.028 6.806
O -8.357 1.251 7.200
C -8.929 2.201 6.299
C -8.088 2.027 5.060
O -6.836 1.592 5.592
H -9.981 1.986 6.127
H -8.837 3.199 6.732
H -8.477 1.254 4.394
H -7.971 2.952 4.498
O 1.965 8.723 0.232
C 2.990 8.139 0.368
O 4.134 8.428 -0.308
C 5.191 7.668 0.289
C 4.450 6.523 0.928
O 3.173 7.095 1.217
H 5.906 7.339 -0.463
H 5.708 8.295 1.018
H 4.315 5.680 0.249
H 4.933 6.170 1.837
O 5.080 8.370 -6.300
C 4.469 8.791 -5.374
O 3.789 8.020 -4.485
C 3.387 8.863 -3.403
C 3.371 10.230 -4.037
O 4.357 10.111 -5.062
H 2.411 8.567 -3.022
H 4.119 8.783 -2.602
H 2.409 10.468 -4.497
H 3.632 11.020 -3.336

Atomic partial charges in e from the Mulliken method, atoms 1 to 8: C -0.8613; C 0.6042; O -0.4442; O -0.3189; C 0.2530; O -0.4843; C -0.1996; N -0.0439